[1]
DFT (the ωB97M-V functional and the def2-TZVPD basis) results for CH3N2OP in the gas phase in a non-equilibrium geometry.

Kohn-Sham gap: 9.35 eV
LUMO level: 0.07 eV
Relative energy (zero: lowest compared OMol25 entry of this formula, charge and spin): 68.0 kcal/mol
DFT total energy: -15399.3021 eV
Maximum force: 0.070 Eh/bohr
HOMO level: -0.341 hartree
Structure (SMILES): C1N=NPO1

ORCA input file:
```
! wB97M-V def2-TZVPD RIJCOSX def2/J DEFGRID3
* xyz 0 1
P 1.422 0.495 0.656
O 0.193 1.250 0.063
N -0.355 -1.091 0.028
N 0.681 -1.116 0.661
C -1.052 0.026 -0.224
H -1.238 0.392 -1.196
H 2.180 -0.166 -0.498
H -1.832 0.209 0.509
*
```


[2]
DFT (the ωB97M-V functional and the def2-TZVPD basis) results for 11 unconnected molecules or ions with the total composition C44H106N6O21 in a non-equilibrium geometry.

Kohn-Sham gap: 9.00 eV
LUMO level: 0.50 eV
DFT total energy: -99279.8844 eV
Maximum force: 0.075 Eh/bohr
HOMO level: -0.313 hartree
Structure (SMILES): COC[C@H](C)N.COC[C@H](C)N.COC[C@H](C)N.COC[C@H](C)N.COC[C@H](C)N.COC[C@H](C)N.CCOC(=O)OC.CCOC(=O)OC.CCOC(=O)OC.CCOC(=O)OC.CCOC(=O)OC

ORCA input file:
```
! wB97M-V def2-TZVPD RIJCOSX def2/J DEFGRID3
* xyz 0 1
O -4.621 0.985 2.485
O -4.133 -1.101 2.595
O 4.013 -2.634 2.398
O -1.388 -6.133 3.358
O 5.925 -2.204 1.217
O -1.973 -3.098 6.211
O 4.251 -3.638 0.533
O 0.631 -0.284 0.914
O -3.390 -5.573 2.666
O 4.698 2.532 -3.332
O 0.187 -2.633 5.877
O 4.430 1.188 -1.646
O -5.245 0.064 -2.474
O 3.109 3.062 -1.795
O -5.526 -0.416 0.906
O 2.358 2.256 5.005
O -0.631 -2.701 -4.157
O -3.137 -6.960 4.441
O -1.186 -2.512 4.069
O 0.584 1.888 -7.471
O -2.143 6.351 -1.364
N 0.765 1.748 -3.782
N -1.574 -0.080 -3.086
N -0.998 4.293 -3.353
N -1.092 2.073 -1.217
N 1.799 -1.945 -1.495
N 0.426 2.214 7.172
C -4.941 2.150 1.709
C 0.365 -1.149 1.985
C -3.660 2.586 1.016
C 0.335 1.248 6.072
C -3.173 -0.076 -4.835
C -2.678 -6.190 3.422
C -1.649 5.700 -0.172
C -4.845 -0.224 1.939
C -1.153 0.859 5.859
C 0.098 -2.930 -2.944
C 0.338 2.672 0.557
C 0.770 3.244 -7.888
C 1.317 -2.091 5.299
C 4.459 -1.832 3.501
C 4.823 -2.765 1.367
C -2.271 -7.399 5.451
C 2.493 1.049 -5.342
C -3.322 -3.279 5.813
C -1.190 6.622 -2.403
C -0.481 0.241 0.204
C 1.195 -1.880 -2.821
C 0.129 1.707 -6.122
C 3.896 0.575 -0.509
C -3.826 -2.385 1.988
C -0.253 5.457 -2.881
C 0.612 -5.041 2.478
C -3.970 -1.887 5.791
C -0.989 -2.776 5.262
C -2.934 0.396 -3.405
C -5.541 1.433 -2.359
C -0.847 -5.254 2.344
C 4.490 1.133 0.722
C 0.681 6.062 -3.985
C 4.014 2.335 -2.169
C 5.539 -5.626 -0.218
C 4.969 -4.199 -0.569
C 4.752 3.828 -3.967
C -0.007 1.558 -0.433
C 1.278 1.900 -5.089
C 3.127 2.648 3.927
C 2.348 -2.179 -3.827
C 0.976 1.888 4.767
C -3.830 -0.205 -2.280
C -1.774 -3.503 -4.190
H -0.610 7.412 -1.926
H 4.339 -4.205 -1.458
H -4.208 -0.054 -5.177
H 6.250 -5.887 -1.001
H -2.459 -3.289 -3.370
H 2.147 -2.163 6.002
H 1.254 -1.077 4.905
H 3.104 1.564 -6.083
H 4.711 -6.335 -0.209
H 3.865 -2.000 4.400
H -2.852 -1.115 -4.917
H 6.026 -5.489 0.748
H 1.548 3.684 -7.263
H 4.708 3.741 -5.053
H -1.560 0.387 6.753
H -2.434 0.374 -5.498
H -0.502 2.934 1.200
H -0.865 6.313 0.273
H 0.903 1.203 3.923
H 0.380 5.201 -2.031
H 3.035 0.874 -4.413
H 3.161 -1.466 -3.692
H -1.349 0.408 0.841
H 5.817 -3.541 -0.757
H -1.847 -6.516 5.929
H -1.808 4.130 -2.772
H 4.039 2.112 0.879
H -3.828 -3.833 6.603
H 1.358 2.575 7.030
H 2.711 -3.180 -3.594
H -5.223 2.049 -3.200
H -3.726 -2.157 0.926
H -3.920 3.337 0.270
H -1.350 -4.292 2.446
H 0.966 -4.238 1.831
H 5.580 1.132 0.686
H -3.605 0.250 -1.316
H -1.287 4.708 -0.444
H -2.847 2.940 1.650
H 0.663 3.620 0.127
H -2.914 1.486 -3.392
H -0.766 2.313 -5.978
H -1.563 -4.565 -4.062
H -3.550 -1.181 5.074
H 3.109 1.796 3.247
H -1.700 -1.082 -3.128
H 4.285 -0.443 -0.547
H -0.379 -0.635 2.594
H 4.018 4.578 -3.671
H -5.168 1.821 -1.411
H -1.459 4.540 -4.218
H 2.714 3.571 3.522
H 4.185 2.833 4.112
H 0.886 -0.868 -3.082
H 0.982 0.401 6.300
H 1.486 2.168 -3.213
H -4.040 -1.518 6.814
H -3.289 -3.852 4.886
H 0.349 2.719 4.443
H -0.193 -2.014 1.626
H 0.127 6.204 -4.913
H 2.260 -2.191 -4.913
H -5.818 1.956 1.091
H -0.143 0.656 -6.029
H 1.187 -1.374 -0.930
H -5.186 2.987 2.363
H -2.846 -2.754 2.292
H 0.034 2.441 -3.705
H 1.243 -1.507 2.524
H 5.427 -2.238 3.794
H 4.262 0.596 1.642
H -0.916 -0.428 -0.539
H 1.526 2.957 -5.181
H -2.878 -7.762 6.280
H -0.847 0.275 -3.690
H 0.526 -3.932 -2.924
H -1.047 -5.637 1.344
H 1.217 6.971 -3.712
H -5.021 -1.888 5.503
H -2.272 -3.306 -5.139
H 2.695 -1.499 -1.632
H 0.887 1.299 -1.000
H 5.723 4.194 -3.635
H -1.741 1.753 5.649
H 1.124 3.224 -8.919
H 1.468 5.373 -4.292
H -1.377 0.181 5.036
H -3.749 -1.290 -2.343
H -1.317 1.284 -1.807
H -2.513 5.507 0.464
H -0.133 3.847 -7.795
H 2.072 0.107 -5.692
H -0.519 -2.937 -2.045
H -0.112 3.053 7.004
H 1.586 -2.710 4.443
H -0.884 2.885 -1.781
H -4.544 -3.194 2.122
H 4.585 -0.752 3.427
H -1.709 7.109 -3.229
H 1.190 -5.949 2.309
H 0.872 -4.741 3.493
H -1.532 -8.151 5.173
H -6.630 1.473 -2.339
H 2.811 0.483 -0.469
H 1.057 2.342 1.307
H -3.226 1.741 0.482
*
```


[3]
DFT (the ωB97M-V functional and the def2-TZVPD basis) results for C22H39N5O2S2 in the gas phase.

Kohn-Sham gap: 8.58 eV
LUMO level: 0.51 eV
DFT total energy: -56663.6327 eV
Maximum force: 0.019 Eh/bohr
HOMO level: -0.296 hartree
Structure (SMILES): CCN(CC)CCCNC(=O)CNC(=S)N(CCCN1CCOCC1)Cc1cccs1

ORCA input file:
```
! wB97M-V def2-TZVPD RIJCOSX def2/J DEFGRID3
* xyz 0 1
S -1.148 0.707 -2.114
S -4.129 -2.484 0.822
O 4.800 -3.038 0.303
O 3.589 0.968 -1.613
N 0.880 -0.771 -1.299
N -0.541 3.796 1.321
N 2.392 -1.662 1.012
N 1.669 2.095 -2.025
N -1.023 -0.823 0.022
C -0.378 -0.352 -1.070
C -0.598 2.534 2.041
C -2.359 -0.349 0.353
C -2.964 4.101 0.672
C 3.671 -0.964 0.881
C 1.678 -0.282 -2.402
C -0.563 -1.963 0.787
C -1.735 4.607 1.438
C -3.965 -1.271 -1.428
C 4.576 -1.705 -0.099
C 2.430 0.993 -1.982
C -3.430 -1.244 -0.178
C 2.079 3.345 -1.425
C 1.502 3.502 -0.015
C 0.318 2.562 3.265
C 1.511 -0.934 1.919
C 3.577 -3.714 0.438
C -5.135 -3.010 -0.468
C -0.017 3.695 -0.028
C -4.940 -2.280 -1.594
C 2.665 -3.027 1.455
C 0.137 -1.581 2.097
H -0.242 4.628 -0.549
H 4.123 -1.684 -1.099
H -5.473 -2.448 -2.512
H 1.973 -0.822 2.915
H 0.687 1.985 -2.267
H -2.755 4.041 -0.393
H 3.171 3.334 -1.381
H 1.414 -1.205 -0.538
H 1.024 -0.077 -3.254
H 1.750 4.167 -2.065
H 3.061 -3.759 -0.535
H -1.483 5.612 1.085
H -2.432 -0.280 1.442
H 1.389 0.070 1.501
H 5.551 -1.222 -0.144
H 1.761 2.613 0.563
H -0.491 -0.877 2.647
H -0.302 1.712 1.381
H -3.261 3.114 1.019
H 3.502 0.043 0.498
H -1.975 4.683 2.503
H -1.443 -2.566 1.034
H 1.350 2.725 2.967
H 1.961 4.363 0.472
H 3.159 -3.027 2.441
H 0.225 -2.480 2.708
H -5.806 -3.829 -0.306
H 0.025 3.373 3.926
H -1.621 2.327 2.377
H 2.404 -1.051 -2.669
H 0.253 1.623 3.811
H -3.672 -0.586 -2.203
H 3.816 -4.727 0.766
H -2.475 0.648 -0.081
H 4.174 -0.893 1.859
H 1.733 -3.589 1.529
H -3.798 4.782 0.824
H 0.094 -2.578 0.169
H -0.490 2.874 -0.590
*
```


[4]
DFT (the ωB97M-V functional and the def2-TZVPD basis) results for 16 unconnected molecules or ions with the total composition C47H99B7F28N14O4 in a non-equilibrium geometry.

Kohn-Sham gap: 9.04 eV
LUMO level: -3.76 eV
DFT total energy: -160248.2399 eV
Maximum force: 0.110 Eh/bohr
HOMO level: -0.470 hartree

ORCA input file:
```
! wB97M-V def2-TZVPD RIJCOSX def2/J DEFGRID3
* xyz 2 1
F 18.629 14.481 13.915
F 14.466 17.021 10.646
F 19.431 25.290 18.739
F 17.804 14.377 11.922
F 20.514 22.027 13.693
F 18.584 12.527 12.699
F 21.074 16.894 19.040
F 19.597 23.218 19.484
F 19.540 23.582 17.247
F 13.640 22.158 19.065
F 15.693 16.751 12.489
F 19.943 18.187 20.445
F 16.510 16.113 19.876
F 19.988 14.310 12.224
F 18.792 20.723 13.233
F 16.679 15.829 17.697
F 15.804 18.617 11.223
F 17.624 14.398 19.122
F 20.909 19.137 18.713
F 20.631 19.733 13.418
F 22.097 18.315 20.455
F 13.870 18.222 12.339
F 14.992 22.272 17.335
F 15.477 14.440 18.954
F 20.386 20.859 11.561
F 12.936 23.265 17.282
F 17.752 23.920 18.516
F 13.126 21.075 17.167
O 19.230 13.932 23.136
O 24.101 21.374 16.419
O 19.159 17.869 9.305
O 24.707 22.730 19.010
N 17.422 19.866 19.012
N 14.931 11.914 15.984
N 13.533 17.090 17.448
N 18.140 18.868 17.180
N 17.501 13.608 21.535
N 17.429 24.923 14.666
N 17.462 16.326 10.080
N 15.988 25.434 16.395
N 22.739 23.320 21.761
N 13.900 17.518 19.646
N 13.062 22.240 13.086
N 10.897 22.285 13.686
N 23.132 19.237 16.981
N 15.006 13.060 14.113
C 21.647 21.254 16.354
C 12.203 22.188 14.167
C 24.192 23.695 21.249
C 14.654 13.571 12.807
C 17.399 20.792 17.993
C 13.999 18.369 17.573
C 15.990 13.871 21.924
C 18.515 15.955 22.104
C 15.770 13.785 15.047
C 17.179 20.136 20.482
C 16.686 16.620 8.745
C 23.059 20.708 16.565
C 13.528 16.564 18.704
C 21.832 24.568 21.615
C 18.519 24.315 13.918
C 18.489 17.860 16.172
C 16.858 24.406 15.819
C 14.512 10.981 16.960
C 16.949 26.203 14.452
C 22.253 22.130 20.939
C 15.996 26.440 15.455
C 17.501 17.847 14.993
C 12.902 18.259 21.817
C 14.478 11.892 14.693
C 9.665 22.448 14.494
C 17.805 18.653 18.480
C 24.266 18.845 17.948
C 18.451 14.496 22.391
C 21.022 21.412 21.471
C 26.090 22.543 18.878
C 22.271 25.805 22.421
C 15.465 9.783 17.204
C 22.894 22.814 23.236
C 15.754 12.970 16.149
C 14.237 18.638 18.894
C 14.518 22.277 13.138
C 18.682 17.254 10.258
C 13.976 17.369 21.120
C 15.103 25.383 17.611
C 15.194 26.718 18.262
C 17.828 20.162 16.864
C 13.324 16.358 16.203
C 12.296 22.101 11.934
C 15.074 21.342 14.273
C 19.143 17.457 11.672
C 24.316 23.835 19.751
C 10.996 22.239 12.289
B 19.091 24.003 18.508
B 18.767 13.894 12.727
B 13.719 22.183 17.702
B 14.934 17.683 11.731
B 20.995 18.147 19.642
B 20.081 20.881 12.955
B 16.579 15.241 18.872
H 19.465 18.143 15.777
H 19.211 16.440 12.060
H 15.685 16.198 8.836
H 16.633 17.707 8.687
H 17.481 18.766 14.406
H 15.483 24.656 18.329
H 13.800 16.729 15.295
H 13.749 13.193 12.332
H 17.592 16.466 22.379
H 21.679 26.704 22.246
H 16.202 26.966 18.595
H 14.518 11.554 17.888
H 12.977 19.228 21.321
H 16.432 10.166 17.529
H 14.546 26.657 19.136
H 14.054 19.040 16.728
H 24.479 24.568 21.835
H 14.729 23.311 13.409
H 23.311 26.131 22.423
H 23.354 24.153 19.349
H 26.776 22.804 19.684
H 17.776 12.641 21.624
H 24.242 17.756 17.974
H 16.363 13.191 17.013
H 14.095 25.259 17.216
H 18.905 24.883 13.072
H 12.270 16.365 15.925
H 20.841 24.185 21.859
H 14.753 27.471 17.609
H 9.290 23.459 14.336
H 15.843 13.456 22.921
H 23.033 21.374 20.847
H 17.255 16.213 7.909
H 14.782 20.302 14.127
H 15.845 14.948 21.835
H 18.755 16.078 21.048
H 14.513 19.622 19.245
H 22.093 25.601 23.476
H 24.052 19.424 18.847
H 15.480 13.472 12.101
H 23.323 21.814 23.176
H 26.510 22.765 17.897
H 16.140 21.257 14.486
H 12.775 21.957 10.976
H 18.027 20.595 20.990
H 17.331 26.695 13.570
H 17.229 21.834 18.221
H 21.089 20.834 22.392
H 26.126 21.471 18.683
H 22.097 22.488 19.921
H 16.819 16.744 10.738
H 17.640 13.721 20.541
H 15.003 22.155 12.170
H 21.071 21.287 17.280
H 14.564 21.642 15.189
H 18.606 16.940 16.744
H 17.696 15.364 10.279
H 23.482 23.589 23.728
H 14.570 14.655 12.881
H 16.489 17.745 15.385
H 13.899 16.330 21.441
H 11.924 17.807 21.655
H 23.188 18.756 16.094
H 15.547 9.218 16.275
H 13.912 11.150 14.151
H 17.040 23.445 16.277
H 21.907 22.714 23.687
H 13.500 10.665 16.708
H 21.160 20.591 15.640
H 13.186 15.560 18.911
H 10.179 22.372 11.596
H 15.033 9.157 17.985
H 24.921 24.710 19.511
H 22.239 18.909 17.321
H 18.453 18.046 12.276
H 16.327 20.804 20.606
H 15.408 27.326 15.639
H 21.756 22.245 15.914
H 13.744 15.368 16.379
H 25.193 19.266 17.559
H 15.002 17.697 21.289
H 15.400 13.207 21.293
H 13.094 18.411 22.879
H 20.644 20.721 20.718
H 19.379 24.206 14.579
H 17.715 16.966 14.388
H 18.053 20.436 15.843
H 24.904 22.979 21.660
H 8.925 21.745 14.111
H 17.138 19.122 20.880
H 20.262 22.156 21.709
H 20.089 17.977 11.827
H 18.198 23.296 13.703
H 9.956 22.312 15.535
H 19.301 16.454 22.671
H 17.968 17.677 18.914
H 21.679 24.775 20.556
H 16.251 14.718 14.793
H 12.514 22.309 15.194
*
```